# 1
# C47H32MoN13OS

A molecular structure, C47H32MoN13OS at a distorted geometry (the ωB97M-V functional and the def2-TZVPD basis, OMol25).

Each line ends with the Mulliken spin population.
Geometry (Å):
C: 5.762 0.515 2.079  0.004
H: 3.247 -2.787 4.844  0.001
C: 2.561 -1.136 -3.985  0.005
C: -0.246 -4.272 3.879  0.060
H: -1.982 -0.282 3.559  -0.001
C: -1.244 1.712 3.306  -0.007
C: -3.201 -4.429 -0.609  0.068
H: 4.155 0.017 -4.851  0.000
C: -3.637 -2.750 -2.858  0.016
H: -4.752 -5.629 -1.454  0.001
H: 3.577 3.711 0.251  0.000
C: -1.315 1.580 -5.048  0.024
C: 6.763 1.392 1.687  -0.001
C: 2.038 2.251 -0.157  -0.113
C: 4.468 1.244 0.159  0.016
C: -2.460 -3.269 -0.790  0.018
N: -0.007 0.924 -1.676  -0.073
C: -1.690 3.245 5.103  -0.005
C: 0.022 3.548 -5.510  0.015
C: 1.997 -1.868 2.381  0.024
H: -2.752 2.429 6.781  0.000
C: 5.483 2.085 -0.250  0.003
H: 1.916 4.273 0.468  -0.001
C: -1.722 -1.366 -1.810  0.167
H: 0.298 4.331 -6.203  0.001
C: 0.604 3.508 -4.249  -0.004
C: -4.378 -3.903 -2.669  0.034
C: 2.949 0.351 -1.727  0.008
H: -1.602 4.226 5.548  0.000
H: 2.645 3.214 1.685  0.000
C: 2.595 3.436 0.621  0.007
H: 2.386 -1.749 -4.857  0.000
H: 1.048 -2.096 -2.792  0.000
C: 3.075 1.009 -0.363  0.113
H: -0.606 3.754 3.313  0.000
C: 3.391 -0.332 1.459  -0.015
C: -0.915 2.597 -5.905  -0.008
H: -1.348 2.655 -6.895  0.000
N: 1.995 -0.603 -1.737  -0.071
C: 0.228 2.477 -3.412  0.019
H: 4.495 1.370 -2.802  0.000
N: -1.005 -3.129 1.129  -0.095
C: -1.922 0.707 3.997  0.010
C: 0.045 -2.742 1.802  0.166
C: 0.676 2.089 -2.072  0.024
N: 1.602 2.702 -1.450  0.047
H: 5.850 -0.091 2.969  0.001
H: 2.122 -4.476 6.302  0.002
C: 3.539 -0.154 -3.979  0.005
C: -2.345 2.236 5.798  0.009
C: -0.547 1.378 2.062  0.038
C: -2.469 0.971 5.241  -0.003
N: 1.020 -1.845 1.408  -0.018
C: -1.391 -2.657 -0.036  0.263
H: -0.067 -5.388 5.693  0.000
H: 1.326 4.250 -3.935  0.000
H: -5.132 -4.176 -3.395  0.002
N: -3.513 3.202 0.879  0.000
H: 7.440 2.806 0.229  0.000
H: -2.976 0.188 5.787  0.000
H: -3.808 2.939 1.804  0.000
S: -2.748 2.801 -1.600  0.006
C: 2.279 -3.197 4.592  -0.009
C: -3.301 2.312 -0.103  0.002
C: 1.645 -4.135 5.393  0.037
C: 3.738 0.601 -2.833  -0.007
C: -0.847 0.596 -2.690  0.030
C: -4.159 -4.731 -1.562  -0.006
N: -3.573 1.020 0.152  0.001
N: 0.943 1.605 0.551  0.068
H: 5.387 2.696 -1.138  0.000
O: -0.669 0.215 1.500  0.060
C: 6.634 2.150 0.529  0.001
N: -0.939 -1.517 -0.684  -0.078
N: 2.549 -0.011 0.511  -0.032
N: -1.644 -0.445 -2.749  0.001
H: -3.984 0.727 1.023  0.000
C: -1.138 2.989 3.861  0.008
C: -0.720 1.535 -3.801  0.016
H: -2.056 0.849 -5.338  0.001
H: -3.027 -5.070 0.244  0.004
C: 0.391 -3.339 3.079  0.001
H: -1.206 -4.683 3.600  0.003
C: -2.678 -2.447 -1.901  0.010
H: -3.276 4.161 0.698  0.000
H: 7.657 1.492 2.288  0.000
N: 3.129 -1.206 2.427  0.045
C: 1.812 -1.329 -2.840  -0.003
N: 0.335 2.204 1.542  -0.009
C: 0.399 -4.659 5.045  -0.020
C: 4.621 0.448 1.300  0.021
C: 1.630 -2.803 3.434  0.038
H: -3.554 0.377 -0.618  0.000
H: -3.782 -2.104 -3.713  0.004
Mo: 0.566 -0.250 0.010  1.050

Properties
E_tot, eV: -83367.9667
Orbital gap (spin up / spin down), eV: 5.27 / 5.70
Total charge: +1
Lowest unoccupied orbital energy (spin up / spin down), hartree: -0.1329 / -0.1617
Max |F|, eV/A: 1.3
HOMO (spin up / spin down), eV: -8.89 / -10.10
Spin multiplicity: 3

# 2
# C47H34F5N3O3P2S3Sc

A molecular structure, C47H34F5N3O3P2S3Sc at a distorted geometry (the ωB97M-V functional and the def2-TZVPD basis, OMol25).

Each line ends with the Löwdin charge.
Geometry (Å):
H: 2.241 -5.026 -3.622  0.125
N: -3.403 -2.013 -0.793  0.083
H: 3.830 -0.459 5.363  0.094
H: -4.750 -4.705 -2.254  0.107
C: 2.824 -2.213 2.653  -0.070
C: 1.751 -4.262 -3.040  0.056
C: -4.505 -1.431 -0.325  -0.205
C: -3.882 2.410 1.308  -0.055
H: -2.580 -3.573 -1.837  0.108
H: 4.205 -2.634 4.240  0.094
H: -6.654 -1.499 -0.148  0.101
H: -0.275 3.807 -0.259  0.098
C: 0.933 2.688 2.554  -0.339
N: -3.105 0.458 0.174  0.072
H: -0.428 5.595 3.639  0.095
C: 1.664 5.280 3.300  -0.103
C: -3.508 -3.152 -1.473  -0.114
H: 2.960 -3.167 2.162  0.105
C: 3.051 3.596 -0.764  -0.084
C: -0.925 -1.596 -3.484  -0.234
S: -1.154 -3.623 1.389  0.537
C: 2.395 5.882 -0.412  -0.104
C: 0.756 4.129 -0.363  -0.112
C: 3.379 4.944 -0.663  -0.097
H: 2.257 -0.022 -3.171  0.053
H: 2.651 6.930 -0.325  0.094
C: 1.741 3.171 -0.605  -0.338
C: 4.996 -1.064 -1.463  -0.094
H: 5.871 -1.691 -1.575  0.095
C: -0.026 3.605 2.960  -0.120
C: -2.589 -0.041 -3.077  -0.181
C: -4.719 -3.779 -1.701  -0.035
H: -3.655 3.398 1.678  0.107
C: -1.083 -1.415 -4.862  0.001
H: 4.274 -1.430 -3.451  0.099
C: 1.732 -0.059 2.727  -0.345
C: -2.596 -3.948 2.479  -0.655
C: 1.422 -3.079 -0.950  -0.049
C: 2.068 -4.027 -1.716  -0.257
C: 2.967 -0.133 -2.360  -0.113
H: 3.676 4.665 2.868  0.102
H: -0.452 -1.953 -5.549  0.106
F: 3.052 -4.781 -1.161  0.049
C: 2.707 0.513 -1.156  -0.332
H: 4.408 5.256 -0.788  0.096
C: 3.516 -1.915 3.817  -0.091
H: 0.297 6.192 -0.060  0.100
C: 0.160 0.846 0.348  -0.637
S: -1.219 0.588 3.143  0.283
O: -1.210 -2.119 1.292  -0.430
H: 1.431 -1.494 1.195  0.057
H: -3.565 0.883 -4.738  0.102
C: -5.766 -1.994 -0.511  -0.011
C: 3.627 0.378 -0.119  -0.102
F: -2.770 -5.273 2.605  0.123
C: 1.952 -1.280 2.118  -0.112
C: 0.090 -2.481 -2.864  -0.143
H: 2.225 1.152 4.435  0.105
C: -5.868 -3.187 -1.200  -0.056
H: -1.892 2.063 0.492  0.065
O: -1.480 -4.274 0.150  -0.273
C: 4.101 -0.918 -2.513  -0.089
F: -3.733 -3.444 1.981  0.130
C: 2.636 4.373 2.901  -0.085
H: -1.057 3.276 3.028  0.055
C: 3.307 -0.692 4.444  -0.091
F: 0.420 -3.752 -4.875  0.029
H: -5.890 2.329 2.062  0.106
P: 0.402 1.003 2.052  0.400
P: 1.153 1.457 -0.915  0.389
H: 3.447 0.861 0.833  0.086
C: 2.267 3.089 2.533  -0.105
H: 3.832 2.878 -0.984  0.098
Sc: -1.013 -0.931 -0.352  0.890
C: 0.754 -3.479 -3.577  -0.205
C: -5.328 0.534 1.028  -0.010
H: 1.944 6.286 3.587  0.095
H: -3.137 0.505 -2.321  0.101
H: -2.144 -0.367 -6.389  0.105
C: 1.075 5.468 -0.260  -0.088
H: 5.442 -0.520 0.570  0.101
C: -2.899 1.683 0.651  -0.166
C: -2.818 0.170 -4.420  -0.063
C: 2.410 0.221 3.912  -0.093
C: 4.761 -0.406 -0.263  -0.081
C: -2.029 -0.525 -5.324  -0.057
N: -1.671 -0.893 -2.624  -0.019
H: 3.037 2.394 2.230  0.093
C: 0.420 -2.278 -1.507  -0.109
C: -4.311 -0.101 0.333  -0.200
O: -0.027 -4.074 2.143  -0.246
H: 1.715 -3.007 0.084  0.079
C: 0.334 4.894 3.324  -0.094
C: -5.108 1.814 1.520  -0.053
H: -6.275 0.044 1.191  0.100
F: -2.422 -3.431 3.693  0.144
H: -6.838 -3.640 -1.358  0.106
S: 0.192 1.547 -2.665  0.325

Properties
E_tot, eV: -145282.6710
Orbital gap, eV: 6.46
Total charge: -1
Lowest unoccupied orbital energy, hartree: 0.0697
Energy above the lowest of the compared OMol25 structures with the same formula, charge and spin, kJ/mol: 95.6
Max |F|, eV/A: 1.5
HOMO, eV: -4.57